i.
Molecular formula: C4H9N
Method: DFT, ωB97M-V/def2-TZVPD

Calculated values
SMILES string ... C[C@H]1CN1C
Frontier orbital gap ... 10.0 eV
E_HOMO ... -8.69 eV
LUMO level ... 1.26 eV

Atoms and positions in Å:
C1 1.965 0.017 -0.215
H1 -2.770 0.315 0.364
H2 2.206 0.299 0.822
H3 -1.986 -0.387 -1.055
H4 2.379 0.794 -0.863
C2 -0.580 0.479 0.246
H5 -0.717 -1.650 0.518
H6 -2.196 1.376 -0.931
H7 0.103 1.257 0.054
N1 0.558 -0.379 -0.491
C3 -0.063 -0.806 0.723
C4 -1.962 0.466 -0.372
H8 0.530 -0.890 1.621
H9 2.532 -0.891 -0.420

ii.
Molecular formula: C4H9N
Method: DFT, ωB97M-V/def2-TZVPD

Calculated values
SMILES string ... NC1CCC1
Frontier orbital gap ... 10.2 eV
E_HOMO ... -8.93 eV
LUMO level ... 1.24 eV

Atoms and positions in Å:
H1 0.449 2.017 0.658
N1 -1.839 -0.109 -0.204
H2 -0.620 -0.288 1.526
H3 -2.532 0.337 0.431
H4 0.038 1.459 -1.021
H5 0.680 -1.938 0.559
H6 0.207 -1.590 -0.986
H7 2.296 0.077 0.769
C1 -0.481 -0.075 0.450
C2 0.419 1.156 0.016
H8 2.103 0.117 -1.043
H9 -1.687 0.319 -1.170
C3 1.516 0.048 -0.123
C4 0.536 -1.087 -0.059

iii.
Molecular formula: C4H9N
Method: DFT, ωB97M-V/def2-TZVPD

Calculated values
Frontier orbital gap ... 5.7 eV
E_HOMO ... -7.07 eV
LUMO level ... -1.33 eV

Atoms and positions in Å:
H1 0.916 -0.899 1.378
H2 4.471 1.217 -0.134
H3 -1.838 -0.002 1.899
C1 -1.214 0.445 1.021
H4 -1.325 -1.049 -1.840
C2 -0.711 -0.070 -1.381
H5 -2.740 0.213 -0.750
N1 0.449 -0.685 -0.779
H6 -0.491 1.239 1.538
C3 0.125 -0.922 0.536
H7 -0.644 -1.709 0.683
H8 5.045 1.345 0.353
C4 -1.779 0.352 -0.357
H9 -0.264 0.524 -2.168

Which structure loses on stability? iii does.